[1]
Entry from the OMol25 dataset: a single C4H6OS molecule (the ωB97M-V functional and the def2-TZVPD basis).

Summary:
- E_HOMO: -8.79 eV
- 2S+1: 1
- Energy relative to the best compared isomer or geometry (same formula, charge and spin): 2.028 eV
- SMILES: C=CC(=S)OC
- LUMO level: -0.00516 hartree

Geometry (Å):
C: -0.0197 -1.9220 -0.4773
C: -0.1848 0.0430 0.8550
C: -0.0903 1.4921 0.5946
C: 0.3695 1.8782 -0.5919
H: 0.7755 -2.1597 0.1891
H: 0.3413 -1.9514 -1.4815
H: -0.8860 -2.4727 -0.2287
H: -0.4112 2.1995 1.4760
H: 0.4797 2.9581 -0.9308
H: 0.4873 1.1557 -1.3804
O: -0.2830 -0.5214 -0.3025
S: -0.5783 -0.6995 2.2782

=====

[2]
Entry from the OMol25 dataset: 2 unconnected molecules or ions with the total composition C2H9N2S (the ωB97M-V functional and the def2-TZVPD basis).

Summary:
- E_HOMO: -14.00 eV
- 2S+1: 1
- Energy relative to the best compared isomer or geometry (same formula, charge and spin): 1.430 eV
- Net charge: +1
- LUMO level: -0.13248 hartree

Geometry (Å):
C: -0.1917 -0.6747 0.1502
C: -0.3044 -0.4882 -1.3303
N: 1.1690 0.6581 0.7797
N: -1.2785 -0.4078 0.8433
S: 2.4129 0.3219 2.0573
H: -0.8399 -1.3499 -1.7268
H: 0.4281 -1.4910 0.5009
H: -0.8517 0.4138 -1.5892
H: 0.6666 -0.4691 -1.8187
H: 0.5970 1.4379 1.0994
H: 1.6559 0.9235 -0.0721
H: 3.2607 1.3063 1.7225
H: -1.3805 -0.6538 1.8118
H: -1.9902 0.2017 0.4590

=====

[3]
Entry from the OMol25 dataset: a gas-phase ion, C2H6NO (charge -1) (the ωB97M-V functional and the def2-TZVPD basis).

Summary:
- E_HOMO: -2.19 eV
- 2S+1: 1
- Energy relative to the best compared isomer or geometry (same formula, charge and spin): 0.385 eV
- SMILES: NCC[O-]
- Net charge: -1
- LUMO level: 0.17963 hartree

Geometry (Å):
C: 0.0439 0.9321 0.4537
O: 0.9192 1.7342 1.0668
C: 0.5705 -0.4819 0.0936
N: -0.4782 -1.1597 -0.8659
H: -0.9142 0.7283 1.0820
H: -0.4104 1.3103 -0.4766
H: 1.5000 -0.4451 -0.4575
H: 0.6299 -1.0733 1.0641
H: -1.3377 -1.0993 -0.3474
H: -0.5230 -0.4457 -1.6128